167
Properties=species:S:1:pos:R:3:forces:R:3 method="wB97M-V/def2-TZVPD" homo_ev=-8.2383
C 2.26146 5.88298 1.55753 0.296 0.414 -0.041
C 1.95528 5.88735 0.05698 0.248 -0.501 0.300
S 0.28208 5.33232 -0.35708 -0.084 0.465 -0.645
C 0.53747 3.55186 -0.49158 -0.252 0.234 0.480
C -0.48424 2.69994 0.27403 0.172 0.399 0.260
I -0.96807 3.76194 2.16286 -0.091 -0.264 0.290
O -1.64019 2.73746 -0.56260 -0.034 -0.257 0.150
S -3.03917 2.11173 -0.07039 -0.560 -0.093 0.003
O -3.54158 1.43050 -1.22612 0.219 0.114 0.070
O -3.83335 3.12606 0.54527 0.229 -0.030 -0.076
C -2.55109 0.86791 1.14660 0.039 -0.151 -0.175
C -3.73376 -0.10076 1.22336 -0.218 -0.374 0.355
C -5.01055 0.47231 1.84972 0.334 -0.086 -0.094
O -5.93964 0.79816 0.83432 -0.020 0.071 0.228
Si -7.27231 1.69584 1.26351 -0.544 0.359 -0.036
C -8.21153 0.86831 2.66028 0.393 -0.077 -0.097
C -6.82865 3.42256 1.82168 0.173 0.008 0.053
C -8.41027 1.82015 -0.21488 0.112 -0.029 0.256
C -1.24805 0.26259 0.58532 -0.022 0.064 -0.104
N -0.79760 -1.02404 1.11624 -0.972 0.071 -0.091
C -1.02941 -1.34389 2.52725 0.652 -0.314 0.041
C -0.94198 -2.15910 0.25889 0.319 0.183 0.038
C -2.22913 -2.34351 -0.49492 0.349 -0.241 -0.841
O -0.04033 -2.95752 0.17502 -0.094 -0.161 0.261
C -0.00386 1.24215 0.51294 -0.126 -0.423 -0.244
C 0.85151 1.09910 1.78697 -0.066 -0.005 0.165
C 2.02196 2.04949 2.04531 0.397 -0.111 0.204
C 2.46210 2.03516 3.50156 0.230 0.356 -0.020
O 3.37914 0.93479 3.70317 -0.567 -0.502 -0.192
C 3.13756 0.15207 4.78407 0.262 0.231 0.260
C 3.07627 -1.30787 4.43840 0.190 0.100 0.057
O 3.00139 0.60128 5.89349 -0.241 -0.043 -0.235
C 0.73215 0.70144 -0.77336 0.230 0.348 0.065
C 2.23949 0.70412 -0.78166 0.187 -0.184 0.002
C 2.90201 -0.31760 -0.10226 0.010 -0.073 0.003
C 4.28500 -0.37078 -0.05395 -0.014 0.033 0.050
C 5.04073 0.59385 -0.70470 -0.026 -0.095 0.065
C 4.39679 1.58732 -1.42540 0.117 -0.007 -0.014
C 3.01294 1.63345 -1.46827 -0.217 0.151 0.013
H 2.76301 4.96498 1.86066 -0.158 -0.088 0.079
H 1.36936 6.03641 2.15929 -0.049 -0.076 0.016
H 2.95154 6.69523 1.79744 0.046 -0.019 -0.006
H 2.64228 5.21025 -0.45160 0.071 0.168 -0.189
H 2.10209 6.87302 -0.37721 -0.225 0.055 -0.054
H 1.53131 3.34924 -0.11208 0.066 -0.167 -0.153
H 0.45842 3.26432 -1.53772 0.124 -0.059 -0.006
H -2.42061 1.34166 2.11653 0.035 0.250 -0.075
H -3.99481 -0.50650 0.25051 -0.009 0.112 -0.038
H -3.43982 -0.95121 1.83823 0.189 0.054 -0.027
H -4.74935 1.34530 2.46106 -0.120 0.092 -0.029
H -5.43555 -0.27510 2.52585 -0.092 -0.038 -0.057
H -9.07954 1.46880 2.93238 -0.050 0.014 -0.003
H -7.57762 0.77204 3.54491 -0.089 -0.041 0.077
H -8.54970 -0.12484 2.36226 -0.040 -0.051 0.063
H -6.72808 4.09259 0.96722 0.022 0.007 -0.019
H -5.89672 3.49022 2.38371 0.033 -0.067 0.014
H -7.62458 3.80187 2.46722 -0.049 0.034 -0.050
H -7.89445 1.65295 -1.15884 -0.028 0.005 -0.068
H -9.23920 1.11975 -0.11260 0.024 -0.105 -0.155
H -8.83556 2.82521 -0.21582 -0.015 0.030 -0.127
H -1.50567 0.07911 -0.45830 0.124 0.023 -0.047
H -1.84997 -2.05366 2.66599 -0.119 0.108 0.018
H -0.14079 -1.81750 2.95105 0.030 0.057 0.013
H -1.22126 -0.44169 3.10056 -0.110 0.037 -0.016
H -2.05922 -3.06555 -1.29407 0.039 -0.081 0.087
H -3.01145 -2.74331 0.14590 -0.034 0.207 0.161
H -2.55719 -1.42716 -0.97811 -0.268 -0.014 0.148
H 0.17453 1.17360 2.64112 -0.026 0.079 0.019
H 1.24268 0.08350 1.81353 -0.049 -0.037 -0.063
H 2.90351 1.76062 1.46957 -0.079 0.098 -0.153
H 1.81038 3.08718 1.81536 -0.218 0.023 -0.053
H 1.61224 1.93501 4.17942 0.034 0.016 0.077
H 2.98460 2.96416 3.73476 0.035 -0.030 0.097
H 2.81106 -1.87344 5.32563 -0.020 -0.069 -0.024
H 4.04225 -1.64263 4.05959 0.019 0.025 -0.023
H 2.35010 -1.45250 3.63907 -0.041 -0.049 0.010
H 0.45485 -0.34301 -0.88844 -0.059 -0.041 0.160
H 0.33078 1.19827 -1.65681 0.008 0.020 0.015
H 2.32410 -1.08033 0.40800 -0.041 -0.064 -0.075
H 4.76969 -1.16463 0.49920 0.027 -0.018 -0.016
H 6.11988 0.55226 -0.65616 0.048 0.047 -0.047
H 4.97411 2.32403 -1.96702 0.003 0.057 -0.019
H 2.53070 2.41040 -2.04740 0.021 0.002 -0.062
F -1.22011 1.53805 5.71339 0.017 -0.013 -0.060
C -1.11658 1.11132 6.99505 -0.005 -0.027 0.037
C -2.25105 0.64735 7.62886 -0.074 -0.001 -0.031
C -2.14026 0.20612 8.93963 0.043 0.005 0.007
C -0.91341 0.23849 9.58790 0.005 -0.006 0.011
C 0.20961 0.71162 8.92264 -0.050 -0.019 0.021
C 0.11675 1.15296 7.61061 0.059 0.040 -0.048
H -3.19687 0.63757 7.10390 0.012 0.005 -0.013
H -3.01667 -0.16441 9.45414 -0.014 0.006 0.002
H -0.83292 -0.10561 10.61010 0.002 0.000 0.006
H 1.16751 0.73758 9.42416 0.017 -0.006 -0.010
H 0.98258 1.51159 7.07146 0.021 -0.017 -0.015
F 3.16204 4.98884 -3.28470 0.001 -0.012 0.006
C 2.36219 5.56891 -4.21286 -0.027 0.015 -0.042
C 1.00976 5.64985 -3.95681 0.017 -0.138 0.046
C 0.19254 6.24186 -4.90826 0.035 0.024 -0.035
C 0.73404 6.73495 -6.08789 0.000 0.007 -0.003
C 2.09986 6.63759 -6.31756 -0.047 -0.006 0.022
C 2.93098 6.05155 -5.37311 0.082 0.003 -0.015
H 0.62314 5.25551 -3.02574 -0.040 0.103 -0.027
H -0.87049 6.31888 -4.72327 -0.010 -0.014 0.006
H 0.09240 7.19452 -6.82734 -0.001 0.002 -0.007
H 2.52356 7.01800 -7.23729 0.011 0.011 -0.003
H 3.99818 5.96829 -5.52763 -0.001 -0.015 0.008
F 1.40972 0.39203 -3.71386 0.000 0.048 -0.253
C 1.71868 -0.86071 -4.11683 -0.028 -0.091 0.156
C 1.35564 -1.90929 -3.29675 -0.044 -0.006 0.071
C 1.66403 -3.20022 -3.68989 0.042 -0.017 -0.077
C 2.32805 -3.42646 -4.88806 0.030 0.028 -0.029
C 2.68601 -2.35203 -5.69225 -0.022 -0.034 0.059
C 2.38246 -1.05105 -5.30997 0.006 0.055 -0.056
H 0.84608 -1.71664 -2.36330 0.007 -0.010 -0.007
H 1.39046 -4.03011 -3.05626 0.030 -0.024 0.003
H 2.56714 -4.43738 -5.19101 -0.012 -0.006 -0.008
H 3.20784 -2.52406 -6.62421 -0.005 0.006 -0.016
H 2.64794 -0.20020 -5.92248 0.006 0.008 0.014
F 3.90555 7.18169 5.05215 0.003 0.017 -0.001
C 4.88393 6.28472 4.81243 0.011 -0.092 -0.037
C 5.95633 6.66050 4.02935 0.013 0.077 -0.038
C 6.95594 5.72941 3.78521 -0.026 -0.052 0.014
C 6.86671 4.44777 4.31119 0.007 0.002 -0.012
C 5.77339 4.09445 5.09058 0.032 0.007 -0.030
C 4.77134 5.01798 5.35071 -0.097 -0.024 0.036
H 5.99954 7.66112 3.62101 -0.006 0.008 0.024
H 7.80679 6.00803 3.17806 0.002 0.008 -0.012
H 7.64672 3.72546 4.11271 0.004 -0.006 0.000
H 5.69496 3.09528 5.49809 -0.016 -0.011 0.011
H 3.91252 4.76578 5.95848 -0.006 0.012 -0.003
F 1.82847 -6.40991 -2.86825 -0.077 0.055 0.133
C 0.89024 -6.98591 -2.07698 -0.044 -0.028 0.040
C -0.09835 -6.19393 -1.53009 0.016 0.082 -0.043
C -1.05180 -6.79720 -0.72352 0.008 -0.051 -0.003
C -1.00205 -8.16214 -0.47556 -0.012 0.000 0.014
C 0.00745 -8.93153 -1.03680 -0.022 0.030 0.005
C 0.96737 -8.34430 -1.84867 0.038 -0.055 -0.038
H -0.11556 -5.12981 -1.72250 0.016 0.004 0.042
H -1.83555 -6.19372 -0.28527 0.008 0.021 0.010
H -1.74744 -8.62496 0.15676 -0.004 -0.006 0.004
H 0.05259 -9.99435 -0.84108 0.000 -0.013 -0.009
H 1.76246 -8.92391 -2.29877 0.016 0.018 0.010
F -5.35210 -2.60407 -0.41563 -0.029 -0.067 0.096
C -5.70716 -2.62465 -1.72228 -0.022 0.074 -0.111
C -5.77031 -3.83801 -2.37517 0.027 -0.080 0.053
C -6.13630 -3.84666 -3.71371 0.001 0.057 -0.022
C -6.42031 -2.65698 -4.37006 -0.001 -0.003 -0.004
C -6.34101 -1.45108 -3.68598 0.002 -0.067 -0.018
C -5.98430 -1.42571 -2.34566 0.017 0.147 0.079
H -5.53696 -4.75103 -1.84371 -0.016 0.009 0.015
H -6.19770 -4.78742 -4.24396 0.010 -0.012 -0.002
H -6.70116 -2.66978 -5.41434 -0.002 0.001 -0.007
H -6.55561 -0.52187 -4.19609 -0.006 0.014 0.001
H -5.91772 -0.49876 -1.78806 0.029 -0.021 0.022
F 4.57453 -9.46341 -8.91326 0.002 -0.002 -0.004
C 4.06420 -8.98374 -7.76003 -0.016 0.015 0.038
C 3.01765 -9.65791 -7.16453 -0.038 -0.058 -0.012
C 2.50025 -9.15950 -5.97733 0.022 0.041 0.006
C 3.02360 -8.00564 -5.40916 0.001 -0.013 0.014
C 4.07536 -7.34826 -6.03367 -0.028 -0.024 0.007
C 4.60775 -7.83670 -7.21831 0.049 0.049 -0.016
H 2.62168 -10.55152 -7.62734 0.017 -0.002 -0.009
H 1.68116 -9.67671 -5.49464 -0.015 -0.002 -0.009
H 2.61615 -7.61695 -4.48606 0.038 -0.039 -0.106
H 4.48660 -6.44788 -5.59575 0.017 -0.002 0.009
H 5.43054 -7.34401 -7.71817 -0.007 -0.008 -0.018

14
Properties=species:S:1:pos:R:3:forces:R:3 method="wB97M-V/def2-TZVPD" e_above_lowest_kcal_mol=51.3 homo_ev=-9.4035 smiles="[H]/N=C(/N)SC(=S)CO"
H 2.42351 -0.75338 1.13735 0.393 -0.557 -0.026
N 1.85652 -0.83159 1.97228 -0.990 1.868 0.049
C 0.96435 0.09204 1.81999 0.225 -1.439 -1.428
N -0.07747 0.26226 2.68045 -0.181 -0.175 0.757
S 0.87480 0.94768 0.12830 0.267 0.767 1.185
C -0.31978 0.11589 -0.84082 1.091 -0.067 2.400
S -0.76848 0.80206 -2.19756 -0.313 0.404 -1.351
C -0.85127 -1.17157 -0.24549 2.474 0.932 -0.938
O -1.47963 -1.83460 -1.26911 -0.909 -0.183 -0.562
H 0.00160 -0.28300 3.53009 0.139 -0.049 -0.146
H -0.63995 1.08735 2.82240 0.415 0.150 -0.699
H 0.04745 -1.67984 0.22861 -1.105 -0.079 -0.850
H -1.37188 -0.76049 0.59895 -1.401 -0.419 0.561
H -1.53802 -1.16259 -2.02751 -0.105 -1.154 1.051